(1)
Entry from the OMol25 dataset: a structure of composition C49H69AgF10N4O38S2 (ωB97M-V/def2-TZVPD).

## Properties
largest force on an atom	6.4	eV/Å
M	1684.06	u
frontier orbital gap	8.67	eV

Each line ends with the Löwdin charge.
Atoms and positions in Å:
Ag 0.2286 1.3415 3.2450  0.796
C -2.2557 -0.7721 0.6563  -0.590
F -2.0643 -0.6236 -0.6689  0.111
F -2.9658 0.2405 1.1084  0.155
F -2.9501 -1.9497 0.7630  0.100
S -0.5386 -1.0927 1.4851  0.725
O -0.8204 -1.3353 2.9032  -0.322
O -0.0392 -2.3112 0.8147  -0.297
N 0.3712 0.4370 1.2504  -0.361
S 1.4080 0.1704 0.0488  0.588
O 2.3526 -0.8877 0.2819  -0.277
O 0.7312 0.1466 -1.2532  -0.304
C 2.4159 1.7803 0.0852  -0.638
F 1.6279 2.8491 0.1882  0.137
F 3.1763 1.7165 1.1648  0.134
F 3.1531 1.9033 -1.0310  0.125
O 0.7654 6.7458 -0.5292  0.078
C 1.4245 6.2258 -1.4419  -0.450
O 2.7258 5.9075 -1.3789  0.024
C 3.1999 5.2334 -2.5443  -0.140
C 1.9214 4.9430 -3.3076  -0.161
C 0.9770 5.9779 -2.8346  -0.081
H 3.5065 4.2731 -2.1297  0.094
H 3.9431 5.7393 -3.1605  0.136
H 1.6871 3.9258 -2.9938  0.099
H 2.1193 5.0170 -4.3770  0.134
H -0.0746 5.6910 -2.8404  0.118
H 0.9806 6.9147 -3.3919  0.151
O -1.9252 2.3263 3.0405  0.012
C -2.1999 3.2012 2.2275  -0.436
O -3.3170 3.9312 2.1969  0.046
C -3.3986 4.8614 1.1474  -0.127
C -2.1810 4.5141 0.2483  -0.118
C -1.3479 3.5723 1.0429  -0.094
H -3.2008 5.8700 1.5101  0.136
H -4.3125 4.7451 0.5648  0.114
H -1.6256 5.4096 -0.0307  0.116
H -2.6399 4.0248 -0.6108  0.111
H -0.4547 3.9620 1.5312  0.135
H -1.0294 2.6514 0.5544  0.098
O -8.5912 -5.9404 1.2955  0.097
C -7.8967 -5.0799 0.7617  -0.572
O -8.3734 -4.4665 -0.2223  0.106
C -7.4217 -3.5125 -0.7365  -0.132
C -6.1121 -3.9130 -0.1200  -0.171
C -6.5203 -4.7121 1.0448  -0.093
H -7.7745 -2.5163 -0.4695  0.125
H -7.3356 -3.3556 -1.8117  0.118
H -5.3982 -3.1170 0.0918  0.108
H -5.6588 -4.5763 -0.8565  0.126
H -6.5501 -4.0932 1.9417  0.130
H -5.8494 -5.5238 1.3260  0.143
O 2.3249 0.1772 3.6962  0.028
C 3.3157 -0.4120 3.3600  -0.492
O 3.2639 -1.6991 3.1117  0.055
C 4.5854 -2.1464 2.7252  -0.128
C 5.5289 -1.1676 3.3611  -0.155
C 4.7788 0.0916 3.2707  -0.065
H 4.6799 -2.1489 1.6393  0.119
H 4.8130 -3.1746 3.0066  0.138
H 6.4762 -1.1175 2.8243  0.132
H 5.7027 -1.5730 4.3579  0.132
H 4.8631 0.6058 2.3134  0.109
H 4.9734 0.8135 4.0638  0.138
O 0.1087 -4.6946 -6.0593  0.118
C -0.0566 -4.0969 -5.0248  -0.474
O 0.4998 -4.4544 -3.8574  0.043
C 0.4742 -3.3454 -2.9637  -0.148
C -0.6510 -2.4408 -3.4347  -0.156
C -0.7932 -2.7785 -4.8805  -0.076
H 1.3759 -2.7428 -3.0728  0.131
H 0.2992 -3.7832 -1.9810  0.119
H -0.3316 -1.4049 -3.3207  0.102
H -1.5551 -2.6718 -2.8714  0.108
H -0.3567 -2.0172 -5.5270  0.133
H -1.8117 -2.8786 -5.2556  0.119
O 5.1507 7.4496 4.4716  0.108
C 5.1272 6.7153 3.5068  -0.484
O 4.0191 5.9992 3.2094  0.034
C 4.2472 5.0927 2.0600  -0.133
C 5.6912 5.1653 1.7324  -0.169
C 6.2075 6.3612 2.5517  -0.056
H 3.7187 5.4374 1.1712  0.113
H 4.0161 4.0594 2.3189  0.111
H 5.9119 5.2833 0.6715  0.113
H 6.1266 4.1863 1.9325  0.096
H 6.4147 7.2023 1.8902  0.133
H 7.1046 5.9932 3.0497  0.133
O 5.3600 -5.9093 1.0138  0.067
C 4.3018 -5.4768 0.5190  -0.444
O 4.0436 -4.1980 0.2239  0.014
C 2.7103 -3.9950 -0.2969  -0.166
C 2.2720 -5.3518 -0.7390  -0.149
C 3.0053 -6.2414 0.3029  -0.056
H 2.7937 -3.3392 -1.1636  0.111
H 2.0091 -3.5104 0.3825  0.102
H 2.5319 -5.6173 -1.7637  0.123
H 1.1907 -5.4246 -0.6217  0.103
H 3.1926 -7.2832 0.0427  0.125
H 2.4049 -6.3615 1.2047  0.122
O -3.3648 0.8432 -5.0524  0.126
C -4.0531 -0.0003 -4.5553  -0.485
O -4.1539 -1.1753 -5.1847  0.039
C -4.7831 -2.1048 -4.3261  -0.157
C -4.6405 -1.5074 -2.9341  -0.137
C -4.7836 0.0017 -3.2108  -0.050
H -4.2878 -3.0758 -4.3220  0.126
H -5.8212 -2.2300 -4.6343  0.131
H -3.6797 -1.7194 -2.4651  0.094
H -5.3284 -1.8678 -2.1693  0.098
H -4.2395 0.6978 -2.5724  0.093
H -5.8068 0.3725 -3.2714  0.129
C 5.0527 0.9260 -5.2994  0.053
N 3.8185 1.2628 -4.5120  -0.392
O 2.8154 0.6211 -4.7639  0.091
O 3.9122 2.2245 -3.7462  0.039
H 4.7887 0.3654 -6.1961  0.100
H 5.7563 0.3688 -4.6809  0.090
H 5.5718 1.8157 -5.6558  0.101
C -6.5343 2.8866 0.8348  0.056
N -5.9888 1.8692 -0.0873  -0.413
O -6.7740 0.9935 -0.4355  0.061
O -4.7827 1.7987 -0.3312  0.035
H -6.7546 3.6920 0.1342  0.112
H -5.8734 3.1460 1.6619  0.095
H -7.4621 2.4121 1.1544  0.105
C -2.4310 -4.6843 2.2412  0.067
N -1.4850 -5.8885 2.3616  -0.412
O -1.8681 -6.9315 2.8589  0.080
O -0.4558 -5.8460 1.6914  0.020
H -3.4337 -4.9556 2.5712  0.081
H -2.3720 -4.3371 1.2096  0.086
H -1.9778 -4.0098 2.9676  0.080
C 0.7721 -2.6188 5.6103  -0.047
C 1.1108 -3.7764 4.7116  -0.292
O 0.0653 -4.7481 4.9256  0.144
C -0.8959 -4.2043 5.6499  -0.552
O -1.9632 -4.7663 5.8952  0.133
O -0.5115 -2.9916 6.1041  0.064
F 2.3800 -4.1829 4.8809  0.090
H 0.6654 -1.6131 5.2037  0.118
H 1.4319 -2.5819 6.4771  0.145
H 1.0680 -3.4881 3.6613  0.155
C 6.2535 2.1198 -1.6348  -0.064
C 6.3380 0.6204 -1.4062  -0.335
O 6.9115 0.5404 -0.1423  0.136
C 7.2701 1.7551 0.3204  -0.465
O 7.6133 2.0476 1.4812  0.114
O 7.1644 2.6972 -0.6907  0.058
F 7.1020 0.1126 -2.3591  0.100
H 5.3176 2.6062 -1.3599  0.108
H 6.4878 2.4727 -2.6391  0.138
H 5.4629 -0.0217 -1.3060  0.175
C -4.3288 0.0157 3.7506  -0.102
C -5.3771 -0.0710 4.7899  -0.299
O -5.8963 -1.3854 4.4683  0.133
C -4.8557 -2.1402 3.9900  -0.470
O -4.8611 -3.3661 3.8793  0.139
O -3.8420 -1.3062 3.6534  0.061
F -6.3225 0.8726 4.6407  0.095
H -3.5452 0.7180 4.0348  0.130
H -4.7299 0.3561 2.7960  0.134
H -4.8917 0.0091 5.7626  0.180
C -0.2961 1.9088 -4.0606  -0.105
C -1.0565 2.3534 -2.8722  -0.311
O -1.7661 3.4279 -3.4587  0.170
C -1.1868 3.9035 -4.4704  -0.609
O -1.4535 4.9939 -4.9784  0.128
O -0.2407 3.0365 -4.8435  0.104
F -0.2387 2.7862 -1.9273  0.092
H -0.6552 1.0157 -4.5720  0.141
H 0.7118 1.6633 -3.7259  0.117
H -1.7430 1.6186 -2.4516  0.166



(2)
Entry from the OMol25 dataset: a structure of composition C4H6N2O (ωB97M-V/def2-TZVPD).

## Properties
largest force on an atom	2.6	eV/Å
M	98.10	u
frontier orbital gap	8.84	eV

Each line ends with the Löwdin charge.
Atoms and positions in Å:
C -0.9762 0.4640 1.6780  0.004
N 0.1502 1.4038 -0.3913  0.148
C -0.2146 0.4305 0.4006  -0.396
O -0.4623 -1.8525 -0.1969  0.021
N 0.3078 -0.6867 -0.1910  -0.099
C 0.8018 -0.1084 -1.4507  -0.214
C 1.3691 -0.1352 -2.5497  0.061
H 0.2053 -2.5541 -0.1617  0.117
H 0.2491 2.3354 0.0075  0.094
H -1.8012 1.1740 1.6073  0.088
H -1.3670 -0.5290 1.9063  0.079
H -0.3087 0.7709 2.4887  0.091
H 2.0466 -0.7128 -3.1470  0.007



(3)
Entry from the OMol25 dataset: the molecule C6H9N (ωB97M-V/def2-TZVPD).

## Properties
largest force on an atom	1.1	eV/Å
M	95.14	u
frontier orbital gap	8.81	eV

Each line ends with the Löwdin charge.
Atoms and positions in Å:
C 1.2313 -1.6182 -0.6869  -0.064
C 0.2550 -0.4372 -0.6592  -0.371
C 0.3904 0.4111 0.6184  -0.193
C -0.4462 1.6907 0.5393  -0.352
C -1.9043 1.7185 0.6737  0.123
C -1.1346 -0.9072 -0.7905  -0.206
N -2.2312 -1.2720 -0.8571  0.172
H 1.1094 -2.2109 -1.5978  0.085
H 1.0740 -2.2744 0.1749  0.089
H 2.2588 -1.2425 -0.6540  0.083
H 1.4523 0.6554 0.7470  0.117
H 0.0841 -0.1891 1.4847  0.125
H -0.3480 2.2729 1.4947  0.141
H -0.0654 2.3764 -0.2298  0.103
H -2.1770 0.8196 1.2695  -0.001
H 0.4512 0.2071 -1.5269  0.148



(4)
Entry from the OMol25 dataset: the molecule C6H7ClS (ωB97M-V/def2-TZVPD).

## Properties
largest force on an atom	15.3	eV/Å
SMILES	C#C[C@H]1[C@@H](S)C[C@@H]1Cl
M	146.64	u
frontier orbital gap	9.93	eV

Each line ends with the Löwdin charge.
Atoms and positions in Å:
C -2.7460 -0.5162 -1.1954  0.145
C -1.3675 -0.4091 -1.2404  -0.012
C 0.0200 0.1965 -0.8419  -0.278
C 0.2213 0.7358 0.6623  -0.598
S -1.2658 1.2692 1.6375  0.719
C 0.8819 -0.6626 1.0596  -0.214
C 1.3277 -0.6549 -0.3672  -0.698
Cl 2.9626 -0.0288 -0.7514  0.597
H -3.6580 -0.7894 -1.4579  -0.055
H 0.3758 0.9220 -1.5318  0.095
H 1.2185 1.4326 0.6656  0.143
H -1.3149 2.5531 1.3339  -0.172
H 0.1147 -1.5515 1.2873  0.164
H 1.6556 -0.9081 1.7148  0.073
H 1.5741 -1.5888 -0.9750  0.091



no.,LUMO energy (eV)
1,-1.212
2,0.674
3,0.035
4,0.649